[1]
86
Properties=species:S:1:pos:R:3:forces:R:3 method="wB97M-V/def2-TZVPD" relative_energy_kcal_mol=42.07 smiles="CCOP(=O)(CC[C@@](CCOC=O)(CC(C)C)OC=O)OCC.COP(=O)(OC)OC.COP(=O)(OC)OC" total_energy_ha=-2981.06186 homo_ev=-9.880 lumo_energy_ha=-0.00984 orbital_gap_ha=0.3533
C 1.258 3.473 5.130 0.0654 0.0716 -0.4840
C 0.973 2.443 4.020 0.5018 1.0864 1.0705
O 0.817 3.191 2.792 -1.0455 -1.3012 0.0805
P 0.222 2.396 1.523 1.8602 0.7984 -2.0902
O 1.121 2.582 0.370 -0.8700 0.2580 0.0983
C 0.103 0.604 1.795 -0.7382 0.6542 0.7217
C -0.564 -0.030 0.566 0.3294 -0.2418 -0.2576
C -1.201 -1.414 0.836 0.5031 1.6627 1.0081
C -0.188 -2.356 1.506 -0.0666 -0.4220 0.0976
C -0.761 -3.741 1.834 -0.5503 0.5193 0.2871
O 0.245 -4.555 2.454 -0.2305 0.1941 -0.1077
C 0.352 -4.256 3.771 0.6026 0.2296 0.4829
O 1.381 -3.936 4.283 0.0918 -0.2613 -0.1011
C -2.361 -1.156 1.857 0.2007 -1.3086 -0.6867
C -3.638 -1.989 1.595 -0.9905 0.7190 1.5074
C -4.745 -1.019 1.129 0.7145 -0.2859 -0.2812
C -4.154 -2.618 2.935 0.2756 -0.5868 -0.7201
O -1.721 -1.884 -0.421 0.3736 -0.2572 0.2688
C -0.845 -2.609 -1.161 -0.3314 -1.0109 -0.1887
O -1.129 -3.718 -1.507 -0.0186 0.1319 -0.2620
O -1.194 3.060 1.155 0.3968 -0.4577 1.4830
C -2.025 3.423 2.270 -1.5479 0.2162 0.0638
C -3.368 3.939 1.710 0.4007 -0.2184 0.1775
H 0.908 4.444 4.774 -0.1112 -0.0539 0.1581
H 0.736 3.226 6.053 0.1389 -0.0277 0.0108
H 2.327 3.580 5.313 -0.0740 -0.0849 0.0923
H 1.835 1.781 3.924 -0.2831 -0.2462 -0.1034
H 0.067 1.907 4.311 0.0166 -0.1541 -0.4200
H -0.424 0.432 2.740 -0.1417 -0.3257 -0.1891
H 1.122 0.233 1.922 0.0132 0.1718 0.0148
H 0.204 -0.088 -0.212 -0.0645 -0.1121 0.0322
H -1.355 0.604 0.154 0.0263 -0.0074 0.1144
H 0.774 -2.426 0.988 -0.2057 -0.1264 -0.2441
H 0.045 -1.906 2.476 0.1422 0.1062 -0.1587
H -1.226 -4.230 0.979 0.4635 -0.3161 -0.0080
H -1.559 -3.592 2.575 -0.0954 -0.0873 -0.1783
H -0.563 -4.316 4.388 -0.2759 -0.0912 -0.5146
H -1.991 -1.443 2.844 0.1398 0.1722 -0.0776
H -2.557 -0.083 1.911 -0.3223 -0.1060 -0.1761
H -3.494 -2.823 0.911 0.1985 0.3634 -0.3272
H -4.879 -0.279 1.924 -0.1732 -0.0338 -0.0796
H -5.684 -1.548 0.959 0.0032 0.1494 -0.1305
H -4.417 -0.489 0.231 -0.2745 -0.0515 -0.0570
H -3.667 -2.196 3.814 -0.3261 0.1811 0.0346
H -3.951 -3.695 2.948 0.0689 0.0889 0.0957
H -5.241 -2.531 2.974 0.0779 0.1293 0.3439
H 0.133 -2.200 -1.453 -0.1762 0.6094 0.3489
H -2.260 2.568 2.918 0.4092 -0.1832 -0.2152
H -1.569 4.181 2.908 0.3385 -0.0501 -0.2779
H -4.199 3.387 2.151 -0.0164 0.1357 -0.0151
H -3.489 5.000 1.922 -0.0959 -0.0306 -0.1621
H -3.386 3.764 0.634 -0.0396 0.1352 0.0363
C 0.030 2.114 -3.286 0.1138 0.3810 0.4864
O -0.065 2.035 -4.710 0.1206 0.8966 -2.7724
P -1.551 1.738 -5.339 -2.7569 -3.2573 3.8722
O -2.492 2.221 -4.306 0.4116 0.5591 -0.4158
O -1.341 0.113 -5.295 0.3226 0.2981 -0.4783
C -0.064 -0.484 -5.527 -0.0649 -0.1928 0.1965
O -2.532 1.703 -6.655 1.9882 1.3560 -0.2114
C -2.812 0.506 -7.381 0.1297 -0.1277 -0.4460
H 1.091 2.134 -3.041 0.0216 -0.0349 -0.2225
H -0.418 3.034 -2.921 -0.1830 -0.1261 0.0547
H -0.427 1.242 -2.817 -0.1651 0.0751 -0.0616
H 0.386 -0.752 -4.569 0.0669 0.0316 -0.0200
H 0.618 0.176 -6.057 0.0052 -0.0104 -0.0181
H -0.206 -1.396 -6.106 -0.1317 0.0244 -0.0042
H -3.315 -0.215 -6.740 0.1216 0.0191 0.0712
H -1.907 0.073 -7.806 -0.0449 -0.0956 0.0386
H -3.479 0.779 -8.196 0.0614 0.1967 0.0484
C 3.579 1.563 -0.125 0.1020 0.3498 -0.1023
O 3.700 0.158 -0.430 -0.5536 -2.9400 0.2302
P 5.134 -0.561 -0.086 3.9568 4.1482 -0.6610
O 5.715 0.264 0.995 -0.6384 -0.4995 0.2175
O 5.763 -0.212 -1.559 -0.4062 -0.5015 -0.0052
C 4.953 -0.198 -2.735 0.1509 0.2485 -0.0922
O 5.995 -1.949 0.091 -2.3957 -0.2405 0.1385
C 6.830 -2.478 -0.937 -0.0563 -0.3963 -0.2500
H 2.646 1.908 -0.568 0.3390 -0.4239 0.0115
H 3.520 1.714 0.948 0.1635 0.0260 -0.0064
H 4.414 2.121 -0.552 0.1803 -0.1846 0.1637
H 4.702 0.834 -2.986 -0.0763 -0.0188 -0.0057
H 4.029 -0.759 -2.614 0.0037 -0.0189 -0.0167
H 5.526 -0.623 -3.559 0.1004 -0.0325 0.0854
H 7.629 -1.779 -1.172 -0.1133 0.0786 -0.0311
H 6.260 -2.721 -1.833 0.0892 0.0496 -0.0541
H 7.268 -3.396 -0.548 -0.1504 0.0188 0.1450

=====

[2]
87
Properties=species:S:1:pos:R:3:forces:R:3 method="wB97M-V/def2-TZVPD" total_charge=+2 total_energy_ha=-5474.67027 multiplicity=6 homo_ev="-14.098 / -13.959" lumo_energy_ha="-0.23228 / -0.23999" orbital_gap_ha="0.2858 / 0.2730"
Fe 12.530 10.672 9.475 -0.2601 1.0097 0.5594
C 14.628 10.834 5.217 1.2768 1.3991 1.1470
N 14.847 9.887 6.338 0.3654 0.5776 0.9691
C 14.799 8.426 6.050 0.5202 0.7729 -0.6206
C 14.988 10.362 7.640 -0.5586 -3.1084 0.7591
N 14.093 11.270 8.162 -0.6658 -0.6917 -0.2937
C 14.605 12.569 8.521 0.9910 1.0653 -0.3324
C 13.475 13.606 8.772 -0.5150 -0.5519 -1.0389
N 12.164 12.907 9.161 1.0550 0.9445 -1.6074
C 11.121 13.037 8.097 -1.0867 -0.1475 0.7725
C 10.004 12.026 8.367 -2.0057 1.2284 0.8198
N 10.545 10.766 8.805 0.5568 -1.5611 -0.8026
C 9.718 9.684 8.700 -1.2762 -0.0161 1.8509
N 10.132 8.519 8.113 -0.1135 0.5928 0.5959
C 9.743 7.229 8.714 1.6074 -0.1323 -0.3649
C 11.153 8.577 7.027 -0.5771 -0.3647 0.6572
N 8.456 9.741 9.339 2.4303 -0.4640 -1.9139
C 7.422 8.794 9.021 -0.9943 -1.1646 -1.2882
C 8.011 10.788 10.252 0.5203 -0.1140 0.5034
C 11.669 13.562 10.363 -1.2629 -0.6917 0.2294
C 12.511 13.086 11.534 1.7917 1.6294 1.8476
N 12.765 11.637 11.516 0.4347 -0.3865 -0.2917
C 13.537 11.161 12.532 0.0553 -0.1448 0.2025
N 13.310 9.905 13.026 -1.2985 1.5782 -1.0382
C 11.892 9.367 12.979 1.2906 0.2429 0.1916
C 14.398 9.144 13.584 0.8454 -0.3619 0.1296
N 14.566 11.908 13.113 -2.1027 -1.5493 -1.9516
C 15.398 12.698 12.275 1.8140 0.0905 0.3373
C 14.884 11.848 14.492 -1.0583 0.0919 1.4258
N 15.784 9.607 8.500 -0.4784 1.0618 -1.4752
C 16.897 8.760 8.042 -0.0008 -0.8160 0.0714
C 15.681 9.578 9.956 -0.1738 1.2911 0.4618
H 15.327 11.739 5.337 -1.0989 -1.2721 -0.0683
H 13.609 11.176 5.250 -0.4818 0.2143 -0.3035
H 14.890 10.421 4.247 -0.1292 -0.4401 0.2007
H 14.050 8.194 5.237 0.8748 0.5324 0.8145
H 14.478 7.940 6.964 0.1076 -0.3239 0.0300
H 15.825 8.131 5.754 -0.8753 -0.4620 -0.0288
H 15.233 12.973 7.669 -0.4705 -0.3503 0.9887
H 15.264 12.488 9.404 -0.0630 0.2482 -0.2616
H 13.351 14.220 7.812 -0.1448 -0.7344 1.5600
H 13.732 14.249 9.629 0.1033 -0.0399 -0.7007
H 11.515 12.817 7.134 0.7561 0.0853 -0.7122
H 10.625 14.039 8.119 0.7459 -0.4564 -0.2058
H 9.226 11.954 7.534 1.4631 -0.0983 0.4928
H 9.343 12.448 9.172 0.7546 -0.0745 -0.5408
H 9.092 6.668 8.083 -0.8121 -0.2224 -0.3486
H 9.341 7.417 9.688 -0.2712 -0.1064 0.3417
H 10.623 6.568 8.847 -0.1020 0.6891 -0.0590
H 11.251 9.660 6.892 0.8707 -0.4733 -0.3142
H 10.774 8.138 6.094 -0.2309 0.0768 0.3185
H 12.060 7.970 7.287 -0.5861 1.0067 0.0631
H 7.549 8.371 7.990 -0.0579 0.4062 0.9875
H 6.436 9.270 9.047 0.2956 0.1426 -0.1542
H 7.355 7.960 9.734 0.1493 0.2199 -0.1611
H 7.751 11.714 9.674 0.1808 -0.7116 0.9346
H 8.808 10.922 11.054 -1.1358 0.2913 -0.9817
H 7.088 10.349 10.680 0.6736 0.7517 0.1873
H 10.626 13.114 10.456 1.1002 1.1026 0.4215
H 11.652 14.692 10.197 -0.1553 -1.4527 0.6166
H 12.004 13.367 12.495 0.1959 -0.2711 -0.7833
H 13.539 13.673 11.634 -2.4476 -0.7613 -0.5779
H 11.561 9.223 11.941 0.1362 0.0595 0.5259
H 11.248 10.063 13.538 0.1502 -0.3578 -0.2985
H 11.944 8.404 13.491 -0.2424 0.1118 -0.0684
H 15.343 9.672 13.274 -0.8223 -0.8058 0.5675
H 14.414 8.124 13.156 -0.0947 0.4624 0.2209
H 14.332 9.074 14.699 0.1946 -0.1539 -0.8726
H 14.947 12.770 11.303 0.0777 0.4822 -0.1879
H 16.377 12.180 12.095 -0.4938 0.4018 0.3580
H 15.611 13.653 12.806 -0.1752 -0.2925 -0.8691
H 14.424 10.925 14.913 0.3795 1.3749 0.1906
H 14.531 12.795 14.976 0.1030 -0.9148 -0.0292
H 15.944 11.813 14.633 0.7640 -0.2369 0.1095
H 17.269 9.121 7.062 -0.1499 -0.3773 0.6941
H 16.539 7.689 7.996 0.5382 1.0518 -0.2033
H 17.701 8.778 8.823 -0.6385 0.2028 -0.9180
H 15.291 8.625 10.313 0.2799 -0.2127 -0.1819
H 14.940 10.324 10.320 0.8007 -0.3094 -0.2663
H 16.703 9.793 10.362 -1.0343 -0.1737 -0.1043
F 12.791 8.967 10.177 -0.1450 0.8069 -0.9158
As 13.416 4.476 8.448 -0.7823 1.1538 4.1758
F 12.584 3.262 7.703 0.0530 -1.0587 -0.7859
F 14.319 3.322 9.440 -0.7406 1.3162 -1.7683
F 14.660 5.642 8.767 -0.6225 -0.7906 -0.7559
F 12.298 4.845 9.736 1.1948 -0.0526 -1.6186
F 12.751 5.556 7.240 0.9339 -0.5136 0.7345